[1]
{
  "formula": "C2H6N3S2",
  "method": "wB97M-V/def2-TZVPD",
  "homo_ev": -14.11,
  "spin_multiplicity": 1,
  "charge": 1,
  "energy_ha": -1040.07162,
  "species": ["C", "C", "N", "N", "N", "S", "S", "H", "H", "H", "H", "H", "H"],
  "xyz": [[1.27722, 2.37811, 0.07221], [1.26910, 0.01071, -0.00174], [0.10756, 1.85787, 0.23709], [0.01189, 0.57369, 0.08484], [-2.05680, -0.84571, -0.03906], [2.54400, 1.09862, -0.25814], [1.22277, -2.50116, -0.48548], [1.59436, 3.34823, 0.29477], [-1.70613, -1.72889, -0.36533], [-1.09057, -0.18902, 0.12860], [-2.77410, -0.86450, 0.66824], [-2.40768, -0.31964, -0.84476], [2.00837, -2.81830, 0.50876]],
  "forces_ev_per_angstrom": [[0.7, -3.1, -0.2], [-2.4, -2.3, -1.6], [-0.3, 3.0, -0.1], [4.5, -2.9, 0.3], [0.1, 1.2, -1.1], [-1.8, 0.4, 0.9], [-0.5, 3.8, -0.3], [0.1, 1.4, 0.0], [-0.3, -0.8, 0.2], [-0.3, 0.1, 0.6], [0.0, -0.4, 0.3], [-0.4, -0.4, 0.1], [0.6, -0.1, 0.9]],
  "lowdin_charge": [-0.3135, -0.5139, -0.0444, -0.1368, 0.2051, 1.0459, 0.5795, 0.0686, 0.0737, 0.0279, 0.1242, 0.1310, -0.2474]
}

[2]
{
  "formula": "C34H48As3ClInN2O4",
  "method": "wB97M-V/def2-TZVPD",
  "homo_ev": -2.61,
  "spin_multiplicity": 1,
  "charge": -1,
  "energy_ha": -9092.48987,
  "species": ["In", "C", "O", "C", "C", "C", "C", "C", "C", "O", "C", "O", "C", "H", "H", "H", "H", "H", "H", "H", "H", "H", "C", "As", "C", "C", "C", "C", "C", "As", "C", "C", "C", "As", "C", "C", "H", "H", "H", "H", "H", "H", "H", "H", "H", "H", "H", "H", "H", "H", "H", "H", "H", "H", "H", "H", "H", "H", "H", "H", "H", "H", "H", "C", "C", "C", "C", "C", "C", "H", "H", "H", "H", "H", "Cl", "C", "C", "O", "H", "H", "H", "N", "C", "C", "C", "C", "N", "C", "C", "H", "H", "H", "H"],
  "xyz": [[0.31144, -0.48436, -1.02048], [-2.46858, 1.66356, -7.17295], [-1.99056, 2.82166, -6.51821], [-1.86823, 2.76553, -5.16146], [-1.15662, 3.80510, -4.55597], [-0.96964, 3.78144, -3.19638], [-1.47826, 2.76643, -2.37342], [-1.08533, 2.70050, -0.93950], [-0.24563, 3.81054, -0.36603], [-1.36131, 1.71421, -0.25896], [-2.22477, 1.76694, -3.00338], [-2.76712, 0.67300, -2.35892], [-2.41443, 1.75742, -4.38220], [-2.30713, 1.82906, -8.23560], [-3.53676, 1.51362, -6.98752], [-1.91774, 0.77673, -6.85067], [-0.72326, 4.57880, -5.16984], [-0.37002, 4.56121, -2.75004], [-0.67906, 4.79635, -0.54003], [0.74023, 3.77447, -0.82691], [-0.14278, 3.63947, 0.70373], [-2.98455, 0.94139, -4.79714], [-1.95671, -2.27930, 3.66045], [-1.28368, -0.90289, 2.40520], [-2.95534, 0.12880, 2.42218], [-0.42280, 0.31322, 3.71370], [0.98245, 0.03820, 4.24327], [1.08034, -1.38177, 4.80535], [2.06855, 0.24470, 3.17877], [2.41130, -1.18107, 1.84639], [3.82043, -2.15568, 2.85811], [3.66838, -0.09736, 0.80233], [1.26775, 0.98724, 5.43230], [1.06730, 2.95794, 5.46064], [-0.87655, 3.19866, 5.27751], [1.56547, 3.54607, 3.65584], [-2.22230, -1.85052, 4.62840], [-1.22617, -3.07237, 3.80503], [-2.84805, -2.71432, 3.20773], [-3.30232, 0.27876, 3.44697], [-3.70585, -0.40388, 1.84306], [-2.77448, 1.08921, 1.94216], [-1.11913, 0.39845, 4.55694], [-0.42282, 1.27849, 3.19886], [0.93055, -2.13138, 4.02406], [0.32322, -1.54668, 5.57444], [2.06330, -1.55355, 5.24901], [3.03235, 0.40486, 3.67617], [1.85990, 1.13561, 2.58537], [4.39308, -1.49145, 3.50662], [4.50107, -2.60485, 2.13289], [3.37953, -2.95151, 3.45748], [4.39216, 0.38862, 1.45956], [3.11203, 0.64037, 0.22649], [4.19498, -0.74254, 0.09940], [2.30570, 0.83153, 5.74977], [0.65174, 0.68127, 6.28942], [-1.39096, 2.55981, 5.99526], [-1.24180, 2.97239, 4.27887], [-1.10396, 4.23734, 5.51950], [2.60901, 3.30876, 3.45810], [1.44364, 4.62953, 3.62040], [0.94408, 3.09517, 2.88437], [-2.37759, -4.54886, -2.72268], [-1.97161, -3.60721, -3.65876], [-1.17505, -2.54060, -3.26498], [-0.74214, -2.35326, -1.94864], [-1.17809, -3.32087, -1.04071], [-1.97121, -4.40078, -1.40627], [-3.00913, -5.37882, -3.01424], [-2.27921, -3.70834, -4.69313], [-0.88046, -1.82475, -4.03161], [-0.88819, -3.23349, 0.00568], [-2.28334, -5.12419, -0.66241], [1.58642, 1.43622, -2.65017], [-4.33459, 2.10843, -1.14084], [-3.65532, 0.77520, -1.32938], [-3.91536, -0.21456, -0.70395], [-5.26418, 1.92631, -0.60705], [-4.52874, 2.60224, -2.09153], [-3.70559, 2.76114, -0.54162], [6.16897, -5.08701, -4.26829], [5.35543, -4.43093, -3.78489], [4.33833, -3.60959, -3.17932], [3.85739, -3.91784, -1.90629], [2.87819, -3.09535, -1.37688], [2.39265, -2.04076, -2.02078], [2.85812, -1.74598, -3.22943], [3.83164, -2.50509, -3.86013], [4.22810, -4.76992, -1.35484], [2.45034, -3.29705, -0.40017], [2.44976, -0.85335, -3.68860], [4.18918, -2.23785, -4.84458]],
  "forces_ev_per_angstrom": [[0.3, -0.2, 0.5], [-0.1, 0.0, 0.0], [0.1, 0.1, 0.2], [0.0, 0.1, -0.1], [-0.2, -0.2, -0.1], [0.0, 0.0, 0.1], [0.0, 0.0, 0.1], [-0.1, -0.7, 0.0], [-0.1, -0.1, 0.2], [-0.1, 1.0, -0.2], [-0.1, 0.0, -0.1], [0.2, 0.0, 0.0], [0.0, 0.1, 0.1], [0.0, 0.0, 0.0], [0.0, 0.0, 0.0], [0.0, 0.0, 0.0], [0.0, 0.1, -0.1], [0.0, 0.0, 0.0], [0.0, 0.0, 0.0], [0.1, -0.1, -0.1], [0.0, 0.0, 0.0], [0.0, -0.1, 0.0], [0.0, 0.1, 0.0], [0.0, -0.2, 0.0], [0.1, 0.0, 0.0], [-0.1, 0.1, -0.1], [0.1, 0.0, 0.1], [0.0, -0.1, 0.0], [0.1, 0.1, -0.1], [0.0, -0.2, 0.0], [0.0, 0.1, 0.0], [0.0, 0.0, 0.0], [0.0, 0.0, 0.1], [0.0, 0.0, 0.0], [0.0, 0.0, 0.0], [0.0, 0.0, 0.0], [0.0, 0.0, 0.0], [0.0, 0.0, 0.0], [0.0, 0.0, 0.0], [0.0, 0.0, 0.0], [0.0, 0.0, 0.0], [0.0, 0.0, 0.0], [0.0, 0.0, 0.0], [0.0, 0.0, 0.0], [0.0, 0.0, 0.0], [0.0, 0.0, 0.0], [0.0, 0.0, 0.0], [0.0, 0.0, -0.1], [0.0, 0.0, 0.0], [0.0, 0.0, 0.0], [0.0, 0.0, 0.0], [0.0, 0.0, 0.0], [0.0, 0.0, 0.0], [0.0, 0.0, 0.0], [0.0, 0.0, 0.0], [-0.1, 0.0, 0.0], [0.0, 0.0, -0.1], [0.0, 0.0, 0.0], [0.0, 0.0, 0.0], [0.0, 0.0, 0.0], [0.0, 0.0, 0.0], [0.0, 0.0, 0.0], [0.0, 0.0, 0.0], [0.0, 0.0, -0.1], [0.0, -0.1, 0.0], [0.1, 0.1, -0.2], [-0.2, 0.2, -0.3], [0.2, 0.0, 0.2], [0.0, -0.1, 0.0], [0.0, 0.0, 0.0], [0.0, 0.0, -0.1], [0.0, 0.0, 0.0], [0.0, 0.0, 0.0], [0.0, 0.0, 0.1], [-0.1, 0.0, -0.3], [-0.1, -0.1, 0.1], [-0.1, -0.3, 0.1], [0.0, 0.5, -0.2], [0.0, 0.0, 0.0], [0.0, 0.0, 0.0], [0.0, 0.0, 0.1], [-0.2, 0.2, 0.1], [0.2, -0.2, -0.1], [0.0, 0.0, 0.0], [0.0, 0.1, -0.2], [-0.1, -0.1, 0.0], [0.0, 0.2, 0.1], [0.1, 0.0, 0.0], [0.0, -0.1, 0.2], [0.0, 0.0, 0.0], [0.0, 0.0, 0.0], [0.0, 0.1, 0.0], [0.0, 0.0, 0.0]],
  "lowdin_charge": [0.4896, -0.0856, -0.0798, -0.2595, 0.0042, -0.0371, -0.1387, -0.4418, -0.0122, -0.0904, -0.2017, 0.0529, 0.0729, 0.0889, 0.0923, 0.0982, 0.1167, 0.1093, 0.0830, 0.0736, 0.0700, 0.1228, -0.3457, 1.1122, -0.3258, -0.3780, -0.6733, -0.1007, -0.3652, 1.0469, -0.3441, -0.3399, -0.3950, 1.1103, -0.3588, -0.3553, 0.0144, 0.0005, 0.0126, 0.0203, 0.0090, 0.0052, 0.0690, 0.0473, 0.0434, 0.0823, 0.0813, 0.0708, 0.0515, 0.0125, 0.0056, 0.0004, 0.0224, -0.0136, 0.0100, 0.0547, 0.0623, 0.0132, 0.0046, 0.0049, 0.0163, 0.0126, -0.0063, -0.1342, -0.1301, -0.1666, -0.3106, -0.1830, -0.1259, 0.0834, 0.0832, 0.0790, 0.0570, 0.0857, -0.2432, 0.0319, -0.4989, 0.1181, 0.0903, 0.0898, 0.0838, 0.1449, -0.1819, -0.2282, -0.0059, -0.1352, 0.0338, -0.1293, 0.0018, 0.1153, 0.0903, 0.0450, 0.1173]
}

[3]
{
  "formula": "C16H18O15PdS6",
  "method": "wB97M-V/def2-TZVPD",
  "homo_ev": [-3.22, -3.46],
  "spin_multiplicity": 5,
  "charge": -2,
  "energy_ha": -4266.04675,
  "s_squared": 6.021,
  "species": ["Pd", "O", "S", "O", "O", "C", "C", "C", "C", "C", "C", "S", "O", "O", "O", "H", "H", "H", "H", "O", "S", "O", "O", "S", "C", "S", "C", "O", "H", "H", "H", "H", "H", "H", "C", "C", "C", "C", "C", "C", "C", "S", "O", "O", "O", "H", "H", "H", "H", "H", "H", "H", "O", "C", "O", "H"],
  "xyz": [[0.59107, -0.40206, -1.30554], [4.82821, 0.02185, -1.50346], [3.83410, -0.25549, -0.49079], [4.36038, -0.26712, 0.86642], [2.60299, 0.54204, -0.63835], [3.30652, -1.94513, -0.79889], [4.07475, -3.00764, -0.33681], [3.66593, -4.31893, -0.55977], [2.49206, -4.59478, -1.24701], [1.71219, -3.54295, -1.73716], [2.15587, -2.27747, -1.45873], [0.73515, -0.76526, -4.19464], [1.05730, -1.51839, -5.36526], [-0.36732, -1.27250, -3.38506], [1.85173, -0.35720, -3.33579], [4.98081, -2.79178, 0.21754], [4.27198, -5.13597, -0.18499], [2.17386, -5.61781, -1.40942], [0.80648, -3.71999, -2.30464], [-0.65963, 2.90027, -4.72990], [-0.77575, 1.68103, -3.98123], [0.21139, 0.66986, -4.82313], [-2.06039, 1.05870, -3.89859], [0.12556, 1.90138, -2.18651], [2.36277, -1.80711, 3.71603], [1.13236, -1.02110, 2.65249], [1.75934, 0.65152, 2.81151], [1.50897, -1.49337, 1.29136], [2.21592, -1.51859, 4.75805], [3.35473, -1.52574, 3.35858], [2.22349, -2.88128, 3.60339], [1.82048, 0.89729, 3.87418], [1.05725, 1.30548, 2.30013], [2.73327, 0.68238, 2.32143], [-4.85402, 5.52157, 1.36049], [-4.12097, 4.22127, 1.16371], [-3.58644, 3.52969, 2.24724], [-2.89412, 2.34259, 2.06442], [-2.73124, 1.83425, 0.78560], [-3.25518, 2.50717, -0.30803], [-3.94852, 3.69263, -0.11145], [-1.81188, 0.33927, 0.51412], [-2.28084, -0.61332, 1.50891], [-2.06854, -0.03315, -0.86306], [-0.39365, 0.72052, 0.69015], [-5.08437, 5.69096, 2.41325], [-5.79316, 5.53514, 0.80377], [-4.25807, 6.36820, 1.01092], [-3.71516, 3.92885, 3.24817], [-2.48778, 1.80014, 2.90899], [-3.10439, 2.09446, -1.29790], [-4.35500, 4.21743, -0.96953], [-1.24334, -4.78445, 0.24221], [-1.33724, -3.58487, 0.22914], [-0.70599, -2.62738, -0.33026], [-2.11393, -2.97512, 0.79370]],
  "forces_ev_per_angstrom": [[0.8, 1.5, 0.1], [0.0, 0.0, 0.0], [0.0, -0.2, -0.1], [0.0, 0.1, 0.1], [-0.3, -0.1, 0.2], [0.1, -0.2, 0.0], [0.1, 0.0, 0.0], [0.0, 0.0, 0.0], [-0.1, 0.1, -0.1], [0.0, -0.1, 0.0], [-0.1, 0.3, 0.1], [-0.1, 0.1, 0.2], [0.1, 0.1, -0.1], [-0.1, -0.2, -0.1], [-0.2, -0.4, -0.2], [0.0, 0.0, 0.0], [0.0, 0.0, 0.0], [0.0, 0.0, 0.0], [0.0, 0.0, 0.0], [0.0, 0.1, 0.0], [0.4, -0.3, 0.1], [-0.3, 0.0, 0.0], [-0.1, 0.0, -0.1], [0.0, 0.0, -0.1], [0.1, 0.1, 0.0], [0.1, 0.0, -0.2], [0.1, 0.1, 0.1], [-0.3, -0.2, 0.1], [0.0, 0.0, 0.0], [0.0, 0.0, 0.0], [0.0, 0.0, 0.0], [0.0, 0.0, 0.0], [0.0, -0.1, 0.0], [0.0, 0.0, 0.0], [0.0, 0.0, 0.0], [0.0, 0.0, 0.0], [0.0, 0.0, 0.0], [0.0, 0.0, 0.0], [0.0, 0.1, 0.0], [0.0, 0.0, 0.0], [0.0, 0.0, 0.0], [0.1, -0.2, -0.1], [0.0, 0.1, 0.1], [-0.3, -0.3, 0.0], [-0.2, -0.3, -0.1], [0.0, 0.0, 0.0], [0.0, 0.0, 0.0], [0.0, 0.0, 0.0], [0.0, 0.0, 0.0], [0.0, 0.0, 0.0], [0.0, 0.0, 0.0], [0.0, 0.0, 0.0], [0.0, 0.1, 0.0], [-0.1, 0.3, 0.1], [0.1, -0.3, -0.2], [0.0, -0.1, 0.0]],
  "lowdin_spin": [1.5162, 0.0069, 0.0189, 0.0082, 0.0690, 0.0688, 0.0356, -0.0090, 0.0342, 0.0937, 0.5661, 0.0125, 0.0098, 0.0326, 0.1309, 0.0060, -0.0006, 0.0049, 0.0118, 0.0301, 0.0229, 0.0034, 0.0056, 0.2857, 0.0008, 0.0006, -0.0002, 0.0063, 0.0001, 0.0000, 0.0000, 0.0000, 0.0000, 0.0000, 0.0000, 0.0001, 0.0001, 0.0003, 0.0013, 0.0003, 0.0002, 0.0040, 0.0039, 0.0129, 0.0468, 0.0000, 0.0000, 0.0000, 0.0000, 0.0000, 0.0001, 0.0000, 0.0411, 0.1085, 0.7308, 0.0780]
}